Computed, not measured: a 13-piece molecular cluster, C27H80O13 overall, with ωB97M-V with the def2-TZVPD basis set.

Energy relative to the best compared isomer or geometry (same formula, charge and spin) in eV: 5.319
Spin multiplicity: 1
Orbital gap in eV: 9.936
Highest occupied orbital energy in eV: -9.6
Energy in a.u.: -2054.65535

Atoms and positions in Å:
C -6.5157 9.5201 24.2309
O -5.9481 8.9046 23.0828
H -7.2559 8.8689 24.6962
H -5.7643 9.7402 24.9662
H -6.9420 10.5292 24.0250
H -6.5319 8.9940 22.3021
C -1.7479 7.3160 20.7564
O -1.7172 8.1069 21.9670
H -1.1883 7.8129 19.9281
H -1.3225 6.3251 20.8459
H -2.8108 7.1978 20.4755
H -0.8122 8.1032 22.3377
C -4.8981 5.8473 22.9730
O -4.8153 4.4142 22.9489
H -5.5828 6.1570 22.1464
H -5.3945 6.1558 23.9210
H -3.9220 6.3541 22.8536
H -4.4276 4.0701 22.1393
C -8.0435 6.2507 14.5769
O -7.4732 6.0363 15.8794
H -7.2874 6.6761 13.9134
H -8.4455 5.2693 14.2118
H -8.8692 6.9449 14.6898
H -8.0751 5.4136 16.3586
C -7.0869 3.0325 20.0954
O -7.7771 2.6201 21.3556
H -7.7162 2.6229 19.3333
H -7.1027 4.1039 19.9910
H -6.0492 2.6789 20.0228
H -7.2308 2.8554 22.1120
C -9.7540 5.0939 20.4731
O -10.3682 3.8911 20.9175
H -10.3803 5.9424 20.7527
H -8.8177 5.2594 20.9248
H -9.4610 5.0919 19.4188
H -9.7081 3.3043 21.2937
C -3.3040 8.8831 16.1890
C -4.7249 8.5345 16.3755
C -5.6759 9.1528 15.3757
O -4.7878 7.1440 16.2145
H -3.0032 8.7291 15.1201
H -2.6310 8.2604 16.8066
H -3.0954 9.9341 16.4676
H -4.9882 8.7558 17.4224
H -6.7172 9.0332 15.7305
H -5.4466 8.6759 14.4435
H -5.4983 10.2226 15.3510
H -5.6980 6.9077 16.0300
C -10.4632 10.0049 23.2293
C -11.5502 10.1256 22.1009
C -11.4084 9.0117 21.0066
O -12.8370 10.1873 22.5295
H -9.5339 9.9612 22.6714
H -10.6249 9.0973 23.7943
H -10.3352 10.8669 23.9182
H -11.4322 11.0729 21.5593
H -10.2984 8.9746 20.7075
H -12.0668 9.1299 20.1025
H -11.6249 8.0591 21.4475
H -12.9557 9.2780 22.8719
C -9.0479 6.2842 23.6661
C -10.3269 5.4899 23.9404
C -10.0443 4.3263 24.9472
O -11.3516 6.2574 24.5100
H -8.2428 5.6254 23.3204
H -8.7248 6.7563 24.6044
H -9.2674 7.0876 22.9276
H -10.6985 5.0672 23.0018
H -9.7096 4.8339 25.8629
H -9.1738 3.6937 24.6484
H -10.9461 3.7291 25.1517
H -11.1269 6.5121 25.4152
C -8.6067 13.6763 18.2528
C -7.5654 12.9978 19.2060
C -8.0535 13.0563 20.5890
O -7.5075 11.6274 18.9987
H -8.7173 14.7352 18.4851
H -9.5627 13.1926 18.4019
H -8.2844 13.6391 17.2379
H -6.5365 13.3658 19.0123
H -7.3350 12.4866 21.2419
H -9.0969 12.6964 20.6409
H -8.0541 14.0277 21.0618
H -7.5338 11.4586 18.0578
C -4.1972 10.6867 20.6255
C -3.0031 10.6868 19.6990
C -2.7696 11.9402 18.8237
O -1.7825 10.4720 20.3866
H -4.2990 11.7035 21.0643
H -4.0708 10.0018 21.5047
H -5.1342 10.4409 20.1159
H -3.0959 9.8790 18.9357
H -1.7012 11.9685 18.4855
H -2.8890 12.8637 19.3757
H -3.4321 11.9198 17.9248
H -2.0057 9.7815 21.0276
C -3.4737 4.7495 18.6294
C -4.0612 3.6582 17.7279
C -3.2422 3.2345 16.5095
O -4.4039 2.5262 18.4876
H -2.4720 4.5978 19.0918
H -4.1999 5.0190 19.4048
H -3.2965 5.5937 17.9665
H -5.0105 4.0726 17.4491
H -3.1296 4.1033 15.8647
H -3.5691 2.4791 15.7895
H -2.1979 2.9747 16.7401
H -3.9276 1.7414 18.1954
C -6.3016 7.2902 19.7197
C -7.2323 8.4202 19.3608
C -8.3097 7.9559 18.4222
O -7.7644 9.1148 20.4744
H -6.8708 6.5238 20.2211
H -5.5058 7.5954 20.3809
H -5.8139 6.8608 18.8393
H -6.5733 9.1465 18.8451
H -9.0092 8.7093 18.0996
H -8.8962 7.2080 18.9104
H -7.8270 7.5032 17.5185
H -7.9307 10.0477 20.2013


Computed, not measured: a 12-piece molecular cluster, C27H83N19O12 overall, with ωB97M-V with the def2-TZVPD basis set.

Energy relative to the best compared isomer or geometry (same formula, charge and spin) in eV: 1.672
Structure (SMILES): COC[C@H](C)N.COC[C@H](C)N.COC[C@H](C)N.COC[C@H](C)N.COC[C@H](C)N.NC(N)=O.NC(N)=O.NC(N)=O.NC(N)=O.NC(N)=O.NC(N)=O.NC(N)=O
Spin multiplicity: 1
Orbital gap in eV: 9.060
Highest occupied orbital energy in eV: -8.8
Energy in a.u.: -3021.95949

Atoms and positions in Å:
C -21.3043 10.7768 13.0672
O -20.2382 10.6726 12.1903
C -20.0461 9.3777 11.6633
C -18.8871 9.4766 10.7863
C -18.7210 8.1444 10.1279
N -17.6150 9.7944 11.5723
H -22.2969 10.8742 12.5849
H -21.1221 11.7230 13.6282
H -21.3032 9.9554 13.8004
H -19.8915 8.6865 12.5031
H -20.9190 9.0326 11.0968
H -19.1061 10.2451 10.0320
H -18.2457 8.2242 9.1724
H -19.6700 7.6364 9.9645
H -18.2118 7.3767 10.6963
H -17.7992 10.6996 12.0105
H -16.9496 10.0653 10.8329
C -20.6891 6.9729 15.3864
O -21.8033 7.8523 15.3308
C -22.5187 7.9355 16.6156
C -23.5803 6.8490 16.6415
C -25.0299 7.3098 16.4234
N -23.4540 6.1976 17.9394
H -20.8345 6.0407 15.9930
H -19.8655 7.5891 15.7946
H -20.4168 6.7873 14.3423
H -21.8337 7.8137 17.4436
H -22.8396 8.9940 16.7901
H -23.4052 6.1415 15.8416
H -25.7802 6.5314 16.2798
H -25.0156 7.9226 15.5820
H -25.4259 7.8494 17.2848
H -23.0073 5.2796 17.8480
H -24.3207 6.0108 18.3777
C -14.9885 3.8414 12.1513
O -14.4396 3.4693 10.8647
C -14.6819 2.0798 10.6768
C -14.2247 1.8589 9.2610
C -12.8096 2.4388 9.1297
N -15.1097 2.4350 8.2512
H -14.1626 4.1438 12.8283
H -15.4603 2.9909 12.6379
H -15.6747 4.6727 12.1302
H -14.0656 1.4516 11.3779
H -15.6807 1.8342 10.9223
H -14.2063 0.8067 9.0551
H -12.7657 3.5240 9.0851
H -12.2658 1.9838 8.2974
H -12.1831 2.1545 9.9520
H -15.4111 3.3964 8.4903
H -15.9680 1.8821 8.1664
C -21.3892 7.3229 5.0169
O -22.4932 6.4018 5.0714
C -22.7461 6.1369 6.4667
C -23.8182 5.1581 6.7317
C -25.1809 5.5064 6.1678
N -23.7918 4.9527 8.2281
H -21.5533 8.3121 5.4637
H -21.1805 7.4496 3.9454
H -20.5672 6.7874 5.4799
H -21.8262 5.7291 6.8566
H -22.9735 7.0350 7.0137
H -23.5424 4.2334 6.2151
H -25.3676 6.6095 6.1893
H -25.9593 4.9951 6.7400
H -25.3614 5.1299 5.0960
H -23.9905 3.9463 8.2998
H -22.8450 5.0611 8.5238
C -18.4615 0.4183 9.5549
O -17.3664 0.0796 8.7333
C -17.5085 -1.1927 8.0904
C -16.2809 -1.3917 7.2290
C -16.4590 -0.7447 5.8907
N -16.1121 -2.8832 7.0672
H -19.3140 0.5962 8.8679
H -18.1925 1.3088 10.1659
H -18.5977 -0.4645 10.1685
H -17.4601 -1.9930 8.8940
H -18.4191 -1.2768 7.4991
H -15.4483 -0.9231 7.8701
H -15.5798 -0.9623 5.2422
H -16.6990 0.3185 6.0681
H -17.3214 -1.1542 5.3345
H -15.8813 -3.1513 8.0193
H -15.2251 -3.0633 6.5990
N -16.6290 5.9679 14.7966
C -17.2005 6.6985 13.8421
N -16.9448 8.0680 13.8750
O -17.9578 6.1810 12.9946
H -16.9943 5.0463 14.9599
H -16.4292 6.5803 15.5850
H -17.2902 8.5404 13.0556
H -16.1366 8.3518 14.3766
N -20.3720 5.3452 11.6990
C -19.7045 4.5964 10.7834
N -18.4185 4.1883 11.1062
O -20.2964 4.2302 9.7716
H -21.2091 5.8192 11.4869
H -19.9076 5.6817 12.5317
H -17.9795 3.7932 10.2675
H -18.0230 4.9954 11.6346
N -18.5510 4.9602 7.5065
C -17.7669 3.8921 7.0661
N -16.7569 4.2777 6.1571
O -17.9953 2.7600 7.3191
H -18.7665 5.6448 6.7872
H -19.3059 4.6844 8.0879
H -16.0566 3.5732 6.0508
H -16.4679 5.2526 6.2133
N -19.8564 3.0564 13.9209
C -19.2818 2.9957 15.1066
N -20.1163 2.9438 16.1567
O -18.0514 2.9934 15.2084
H -20.7188 3.5240 13.7562
H -19.1319 3.2712 13.2404
H -19.6858 3.1923 17.0095
H -21.1067 2.9965 16.0656
N -24.1473 3.5580 13.9680
C -23.7567 2.8787 15.0668
N -23.9568 1.5263 15.0747
O -23.1896 3.4158 16.0488
H -23.7640 4.4932 13.9780
H -24.5730 3.1206 13.1686
H -24.5288 1.0410 14.3822
H -24.0479 1.0825 15.9837
N -20.8484 2.0518 7.6569
C -21.1396 1.0434 6.8127
N -20.1179 0.7244 5.8297
O -22.2370 0.4401 6.7748
H -21.3122 2.2178 8.5624
H -19.8402 2.1611 7.7843
H -19.1792 1.0657 5.9797
H -20.3807 -0.0400 5.2178
N -24.2431 7.4069 10.5796
C -23.6893 6.9998 11.7753
N -23.4470 7.9847 12.6656
O -23.3753 5.8239 11.9946
H -24.5115 8.3149 10.1878
H -24.1677 6.6692 9.9148
H -23.8977 8.8835 12.4496
H -23.1543 7.7074 13.6036


highest occupied orbital energy of number 1 (C27H80O13)?
-9.6 eV